No. 1
Density functional theory data (the ωB97M-V functional and the def2-TZVPD basis) for a cluster of 3 separate species, C15H15BNO5 in total.

Geometry as ORCA input:
```
! RIJCOSX wB97M-V def2-TZVPD def2/J DEFGRID3
* xyz -1 1
C 3.64 -1.49 0.03
C 3.64 -2.76 -0.91
B 4.13 -2.44 -2.46
N 3.97 -0.91 -2.84
C 5.05 -0.45 -3.06
O 5.98 0.28 -3.02
H 4.56 -0.87 -0.13
H 3.60 -1.85 1.10
H 2.73 -0.84 -0.10
H 4.30 -3.53 -0.43
H 2.57 -3.11 -0.97
H 5.25 -2.87 -2.63
H 3.37 -3.06 -3.18
C 0.65 0.36 -1.79
C -0.34 0.38 -2.68
C -1.60 1.11 -2.41
O -2.51 1.13 -3.22
C -1.72 1.82 -1.12
C -0.73 1.80 -0.23
C 0.53 1.07 -0.50
O 1.44 1.05 0.31
H 1.58 -0.18 -1.97
H -0.28 -0.14 -3.63
H -2.64 2.35 -0.94
H -0.79 2.32 0.72
C -3.79 -0.52 3.05
C -4.17 0.04 1.91
C -4.28 1.51 1.77
O -4.63 2.02 0.73
C -3.94 2.33 2.96
C -3.56 1.77 4.11
C -3.45 0.29 4.24
O -3.10 -0.22 5.28
H -3.70 -1.60 3.17
H -4.42 -0.55 1.03
H -4.02 3.40 2.84
H -3.31 2.35 4.98
*
```

Summary:
E_HOMO	-0.1641	Eh
energy above the lowest of the compared OMol25 structures with the same formula, charge and spin	0.4646	eV
E_LUMO	-0.2	eV
frontier orbital gap	4.217	eV
electronic energy	-1036.3773	hartree


No. 2
Density functional theory data (the ωB97M-V functional and the def2-TZVPD basis) for a cluster of 14 separate species, C53H117N6O26 in total.

Geometry as ORCA input:
```
! RIJCOSX wB97M-V def2-TZVPD def2/J DEFGRID3
* xyz -1 1
C 2.63 -2.12 -1.72
C 2.50 -0.66 -1.32
N 2.00 -0.47 0.03
C 2.81 -0.67 1.12
C 2.01 -0.61 2.24
N 0.72 -0.32 1.78
C 0.74 -0.29 0.46
C -0.37 -0.04 2.67
H 2.94 -2.26 -2.75
H 1.67 -2.63 -1.54
H 3.35 -2.59 -1.04
H 1.85 -0.11 -2.01
H 3.44 -0.10 -1.43
H 3.86 -0.93 0.99
H 2.22 -0.61 3.29
H -0.09 -0.11 -0.20
H -1.33 -0.12 2.16
H -0.25 0.99 3.02
H -0.32 -0.72 3.52
C 7.72 1.39 -0.70
C 6.65 0.55 -0.47
C 6.88 -0.94 -0.21
O 5.88 -1.75 -0.07
C 8.15 -1.48 -0.27
C 9.30 -0.66 -0.50
C 9.07 0.89 -0.73
O 10.06 1.59 -0.90
O 10.46 -1.06 -0.59
O 5.47 1.03 -0.63
H 7.52 2.39 -1.05
H 8.25 -2.55 -0.29
C -5.70 2.54 2.58
C -4.78 1.92 1.55
O -4.17 2.96 0.78
C -3.02 2.68 0.14
O -2.44 1.63 0.12
O -2.56 3.71 -0.55
C -3.30 4.92 -0.68
H -5.17 3.27 3.19
H -6.14 1.76 3.20
H -6.51 3.12 2.13
H -5.27 1.28 0.82
H -4.00 1.37 2.07
H -4.07 5.07 0.07
H -3.86 4.90 -1.62
H -2.63 5.77 -0.72
C -3.84 -1.86 -4.57
C -2.46 -1.79 -3.93
O -2.51 -2.76 -2.86
C -1.60 -2.56 -1.89
O -0.71 -1.76 -1.92
O -1.85 -3.44 -0.92
C -0.86 -3.56 0.08
H -3.89 -1.31 -5.51
H -4.47 -1.25 -3.90
H -4.27 -2.85 -4.59
H -2.19 -0.80 -3.58
H -1.70 -2.18 -4.61
H 0.14 -3.74 -0.32
H -1.14 -4.40 0.71
H -0.79 -2.65 0.69
C 1.37 -0.56 -4.97
C 2.74 -0.58 -5.60
O 2.97 -1.91 -6.08
C 2.87 -2.13 -7.38
O 2.82 -1.31 -8.25
O 2.90 -3.44 -7.55
C 2.72 -3.95 -8.86
H 1.11 0.44 -4.60
H 1.28 -1.18 -4.08
H 0.62 -0.86 -5.71
H 3.48 -0.29 -4.86
H 2.77 0.17 -6.39
H 1.91 -3.45 -9.39
H 2.53 -5.01 -8.71
H 3.60 -3.91 -9.50
C -10.54 -0.35 -3.80
O -9.41 -1.17 -3.63
C -8.43 -0.53 -2.82
C -7.37 -1.53 -2.41
N -6.51 -1.05 -1.35
C -5.66 -2.09 -0.84
C -4.70 -1.63 0.26
O -5.24 -1.86 1.55
C -4.25 -1.84 2.55
H -10.31 0.55 -4.38
H -10.90 0.01 -2.82
H -11.36 -0.90 -4.25
H -8.92 -0.08 -1.95
H -8.00 0.27 -3.43
H -6.76 -1.72 -3.29
H -7.90 -2.46 -2.16
H -7.02 -0.56 -0.62
H -5.00 -2.47 -1.63
H -6.21 -2.95 -0.44
H -4.48 -0.56 0.26
H -3.78 -2.22 0.18
H -4.69 -2.08 3.52
H -3.86 -0.82 2.60
H -3.45 -2.58 2.43
C 0.85 3.19 7.07
O 0.92 1.81 7.42
C -0.24 1.39 8.13
C -0.38 -0.13 8.22
N -0.69 -0.69 6.91
C -0.99 -2.14 6.98
C -1.11 -2.77 5.61
O 0.11 -2.80 4.89
C 0.11 -3.49 3.67
H 1.85 3.53 6.83
H 0.48 3.78 7.91
H 0.24 3.35 6.18
H -1.17 1.84 7.78
H -0.06 1.73 9.16
H -1.27 -0.29 8.83
H 0.49 -0.57 8.73
H 0.06 -0.64 6.22
H -1.90 -2.33 7.56
H -0.12 -2.56 7.50
H -1.85 -2.23 5.00
H -1.53 -3.78 5.68
H -0.70 -3.12 3.02
H -0.04 -4.56 3.81
H 1.01 -3.34 3.08
C -1.19 1.60 -2.58
O -1.07 1.33 -3.98
C -2.10 1.87 -4.75
C -2.01 1.27 -6.15
N -0.96 1.93 -6.92
C -0.64 1.30 -8.19
C -1.84 1.21 -9.12
O -2.61 0.05 -8.80
C -3.47 -0.31 -9.83
H -2.16 1.25 -2.23
H -1.07 2.68 -2.49
H -0.43 1.06 -2.03
H -2.10 2.96 -4.80
H -3.07 1.54 -4.34
H -2.98 1.43 -6.64
H -1.94 0.18 -6.14
H -0.15 2.08 -6.33
H -0.22 0.30 -8.07
H 0.16 1.84 -8.69
H -1.44 1.00 -10.11
H -2.43 2.13 -9.13
H -3.96 -1.27 -9.64
H -2.90 -0.51 -10.76
H -4.18 0.49 -10.07
C 2.70 6.39 7.03
O 2.67 5.91 5.71
C 3.97 5.89 5.10
C 3.78 5.62 3.65
N 3.20 4.31 3.36
C 3.10 4.09 1.93
C 2.32 2.79 1.66
O 1.03 2.81 2.27
C 0.16 3.78 1.76
H 3.06 5.61 7.71
H 1.71 6.73 7.35
H 3.36 7.26 7.10
H 4.51 5.04 5.54
H 4.45 6.85 5.29
H 4.77 5.63 3.18
H 3.23 6.43 3.15
H 2.29 4.22 3.79
H 4.08 3.97 1.45
H 2.68 4.98 1.44
H 2.94 1.95 1.94
H 2.10 2.73 0.59
H -0.13 3.51 0.74
H 0.53 4.81 1.79
H -0.76 3.79 2.35
C 5.29 -1.93 3.83
O 5.36 -3.10 4.61
H 4.99 -2.10 2.79
H 4.48 -1.33 4.24
H 6.23 -1.38 3.75
H 6.11 -3.65 4.35
C 4.78 -4.57 -4.58
O 6.07 -5.20 -4.76
H 4.61 -4.33 -3.53
H 4.86 -3.67 -5.20
H 4.00 -5.25 -4.90
H 6.73 -4.52 -4.66
C -3.01 1.60 4.96
O -2.69 0.24 5.12
H -3.09 2.20 5.87
H -2.25 2.08 4.32
H -3.93 1.64 4.36
H -2.02 0.10 5.82
C 4.19 -4.64 0.79
O 5.58 -4.56 0.94
H 3.80 -5.43 1.44
H 3.67 -3.77 1.18
H 3.88 -4.87 -0.23
H 5.91 -3.71 0.60
C 2.59 -0.98 6.36
O 1.84 0.03 5.68
H 2.76 -1.87 5.76
H 3.54 -0.58 6.70
H 2.05 -1.36 7.24
H 1.69 0.73 6.36
*
```

Summary:
E_HOMO	-0.0943	Eh
energy above the lowest of the compared OMol25 structures with the same formula, charge and spin	0.0000	eV
E_LUMO	1.2	eV
frontier orbital gap	3.728	eV
electronic energy	-4374.1598	hartree


No. 3
Density functional theory data (the ωB97M-V functional and the def2-TZVPD basis) for a cluster of 2 separate species, C5H13NO2 in total.

Geometry as ORCA input:
```
! RIJCOSX wB97M-V def2-TZVPD def2/J DEFGRID3
* xyz 0 1
C 0.41 -2.51 -1.49
C -0.19 -1.20 -0.93
C -0.85 -0.42 -2.05
O -0.60 -0.54 -3.21
O -1.89 0.41 -1.71
H 1.47 -2.46 -1.65
H -0.13 -2.80 -2.40
H 0.18 -3.31 -0.79
H -0.80 -1.34 -0.04
H 0.62 -0.48 -0.71
H -1.77 0.89 -0.87
C -0.51 1.66 2.17
C 0.73 0.89 1.78
N 1.26 1.30 0.47
H -1.26 1.68 1.37
H -0.27 2.69 2.42
H -1.05 1.20 3.00
H 1.54 0.96 2.50
H 0.56 -0.19 1.73
H 2.03 1.95 0.51
H 0.52 1.63 -0.12
*
```

Summary:
E_HOMO	-0.3534	Eh
energy above the lowest of the compared OMol25 structures with the same formula, charge and spin	1.2155	eV
SMILES string	CCC(=O)O.CCN
E_LUMO	0.6	eV
frontier orbital gap	10.262	eV
electronic energy	-403.5319	hartree


No. 4
Density functional theory data (the ωB97M-V functional and the def2-TZVPD basis) for a structure of composition C30H35BrN4O2P2S3Zn.

Geometry as ORCA input:
```
! RIJCOSX wB97M-V def2-TZVPD def2/J DEFGRID3
* xyz 0 1
Zn -0.33 -1.11 0.19
O -3.70 -2.60 -1.98
C -4.03 -1.49 -2.66
C -5.16 -1.54 -3.49
C -5.55 -0.43 -4.21
C -4.83 0.76 -4.13
C -3.70 0.81 -3.32
C -3.30 -0.30 -2.58
C -2.10 -0.18 -1.67
O -1.50 -1.36 -1.34
N -2.57 0.49 -0.42
N -1.73 0.51 0.62
C -1.96 1.28 1.61
C -1.08 1.42 2.77
Br 0.51 0.38 2.80
C -1.31 2.21 3.81
C -2.39 3.21 3.94
C -3.03 3.38 5.17
C -4.00 4.35 5.34
C -4.35 5.19 4.28
C -3.70 5.05 3.06
C -2.73 4.07 2.89
H -2.83 -2.41 -1.54
H -5.71 -2.47 -3.53
H -6.42 -0.49 -4.85
H -5.13 1.63 -4.70
H -3.12 1.72 -3.26
H -1.38 0.52 -2.14
H -3.31 1.17 -0.48
H -2.85 1.89 1.63
H -0.64 2.14 4.66
H -2.76 2.74 6.00
H -4.49 4.47 6.30
H -5.10 5.95 4.41
H -3.94 5.71 2.24
H -2.21 3.99 1.95
C 1.87 4.23 1.16
P 1.08 2.89 0.17
C 0.15 3.93 -1.04
C 2.53 2.44 -0.88
C 2.21 1.39 -1.96
P 1.46 -0.22 -1.42
C 1.14 -1.00 -3.04
C 2.95 -1.12 -0.86
H 2.36 4.97 0.53
H 2.60 3.79 1.84
H 1.11 4.73 1.76
H 0.79 4.68 -1.50
H -0.67 4.43 -0.52
H -0.29 3.30 -1.82
H 3.30 2.05 -0.21
H 2.93 3.34 -1.36
H 3.13 1.10 -2.48
H 1.53 1.82 -2.70
H 2.06 -1.01 -3.64
H 0.37 -0.45 -3.57
H 0.78 -2.01 -2.88
H 3.75 -1.06 -1.60
H 2.69 -2.17 -0.69
H 3.30 -0.71 0.09
S 2.15 -7.51 -0.83
C 1.72 -6.11 -0.06
S 0.07 -5.64 0.22
C 0.59 -4.11 0.90
N 1.87 -3.97 0.92
N 2.51 -5.09 0.41
C 3.94 -5.06 0.47
C 4.69 -6.20 0.73
C 6.07 -6.11 0.79
C 6.71 -4.89 0.60
C 5.96 -3.75 0.37
C 4.57 -3.83 0.30
S -0.58 -2.98 1.51
H 4.20 -7.15 0.90
H 6.65 -7.00 0.99
H 7.79 -4.83 0.65
H 6.44 -2.80 0.23
H 3.97 -2.95 0.14
*
```

Summary:
E_HOMO	-0.2790	Eh
energy above the lowest of the compared OMol25 structures with the same formula, charge and spin	0.0000	eV
E_LUMO	-0.4	eV
frontier orbital gap	7.189	eV
electronic energy	-7764.3085	hartree


No. 5
Density functional theory data (the ωB97M-V functional and the def2-TZVPD basis) for a structure of composition C36H28N5V.

Geometry as ORCA input:
```
! RIJCOSX wB97M-V def2-TZVPD def2/J DEFGRID3
* xyz 2 1
V -0.32 -0.17 -0.12
C 0.98 2.48 -3.45
C 0.47 2.09 -2.18
N 0.67 0.90 -1.65
C 1.38 -0.01 -2.38
C 1.81 0.24 -3.72
C 1.54 1.55 -4.28
C 2.35 -0.85 -4.46
C 2.71 -1.97 -3.72
C 2.32 -2.21 -2.38
C 1.72 -1.18 -1.67
N 1.16 -1.23 -0.33
C 1.89 -1.82 0.71
C 3.09 -2.55 0.73
C 3.54 -3.09 1.95
C 2.84 -3.01 3.12
C 1.61 -2.28 3.07
C 0.77 -2.08 4.21
C -0.31 -1.28 4.16
C -0.59 -0.63 2.96
N 0.13 -0.81 1.88
C 1.18 -1.64 1.95
H 0.86 3.50 -3.79
H -0.20 2.84 -1.71
H 1.87 1.82 -5.27
H 2.53 -0.89 -5.52
H 3.27 -2.74 -4.20
H 2.51 -3.19 -1.99
H 3.68 -2.51 -0.21
H 4.51 -3.57 1.96
H 3.22 -3.61 4.03
H 1.05 -2.58 5.14
H -0.92 -1.02 5.06
H -1.40 0.12 2.83
C -0.93 2.49 1.33
N -1.04 1.31 0.50
C -2.11 1.28 -0.60
C -2.96 -0.67 -0.53
C -3.76 -1.84 -0.96
C -3.32 -2.97 -0.41
C -2.18 -2.55 0.45
N -2.03 -1.28 0.48
C 0.35 2.60 2.09
C 1.58 2.26 1.51
C 2.74 2.35 2.22
C 2.71 2.69 3.54
C 1.50 2.93 4.17
C 0.29 2.85 3.45
H -1.82 2.59 1.98
H -1.03 3.31 0.58
H -2.06 2.15 -1.15
H -4.56 -1.78 -1.67
H -3.54 -4.02 -0.67
H -1.53 -3.24 0.83
H 1.62 2.10 0.49
H 3.68 2.10 1.69
H 3.58 2.76 4.24
H 1.50 3.12 5.27
H -0.62 2.74 4.03
C -4.27 1.08 -2.66
C -4.48 1.17 -1.35
C -3.49 0.78 -0.23
C -1.84 -0.08 -1.42
C -1.99 0.04 -2.90
C -3.06 0.67 -3.42
H -5.14 1.42 -3.25
H -5.49 1.53 -1.09
H -3.82 0.92 0.80
H -1.26 -0.26 -3.64
H -3.12 0.86 -4.46
*
```

Summary:
E_HOMO (alpha / beta)	-0.4991 / -0.4991	Eh
E_LUMO (alpha / beta)	-7.0 / -7.0	eV
frontier orbital gap (alpha / beta)	6.547 / 6.544	eV
electronic energy	-2605.8090	hartree


No. 6
Density functional theory data (the ωB97M-V functional and the def2-TZVPD basis) for a cluster of 2 separate species, C2H7NSi in total.

Geometry as ORCA input:
```
! RIJCOSX wB97M-V def2-TZVPD def2/J DEFGRID3
* xyz 0 1
C -1.24 1.05 0.15
Si -1.94 -0.49 -0.30
H -1.23 1.43 1.15
H -0.86 1.74 -0.59
H -2.51 -1.44 0.65
H -1.99 -1.02 -1.66
C 2.61 -0.45 0.25
N 2.32 0.24 -0.76
H 3.63 -0.78 0.37
H 1.91 -0.75 1.04
H 1.35 0.53 -0.81
*
```

Summary:
E_HOMO	-0.3254	Eh
energy above the lowest of the compared OMol25 structures with the same formula, charge and spin	2.3686	eV
SMILES string	C=[SiH2].C=N
E_LUMO	0.2	eV
frontier orbital gap	9.013	eV
electronic energy	-424.5330	hartree


Which value of electronic energy does entry 5 give?
-2605.8090 hartree


Repeat the fourth record exactly.
Density functional theory data (the ωB97M-V functional and the def2-TZVPD basis) for a structure of composition C30H35BrN4O2P2S3Zn.

Geometry as ORCA input:
```
! RIJCOSX wB97M-V def2-TZVPD def2/J DEFGRID3
* xyz 0 1
Zn -0.33 -1.11 0.19
O -3.70 -2.60 -1.98
C -4.03 -1.49 -2.66
C -5.16 -1.54 -3.49
C -5.55 -0.43 -4.21
C -4.83 0.76 -4.13
C -3.70 0.81 -3.32
C -3.30 -0.30 -2.58
C -2.10 -0.18 -1.67
O -1.50 -1.36 -1.34
N -2.57 0.49 -0.42
N -1.73 0.51 0.62
C -1.96 1.28 1.61
C -1.08 1.42 2.77
Br 0.51 0.38 2.80
C -1.31 2.21 3.81
C -2.39 3.21 3.94
C -3.03 3.38 5.17
C -4.00 4.35 5.34
C -4.35 5.19 4.28
C -3.70 5.05 3.06
C -2.73 4.07 2.89
H -2.83 -2.41 -1.54
H -5.71 -2.47 -3.53
H -6.42 -0.49 -4.85
H -5.13 1.63 -4.70
H -3.12 1.72 -3.26
H -1.38 0.52 -2.14
H -3.31 1.17 -0.48
H -2.85 1.89 1.63
H -0.64 2.14 4.66
H -2.76 2.74 6.00
H -4.49 4.47 6.30
H -5.10 5.95 4.41
H -3.94 5.71 2.24
H -2.21 3.99 1.95
C 1.87 4.23 1.16
P 1.08 2.89 0.17
C 0.15 3.93 -1.04
C 2.53 2.44 -0.88
C 2.21 1.39 -1.96
P 1.46 -0.22 -1.42
C 1.14 -1.00 -3.04
C 2.95 -1.12 -0.86
H 2.36 4.97 0.53
H 2.60 3.79 1.84
H 1.11 4.73 1.76
H 0.79 4.68 -1.50
H -0.67 4.43 -0.52
H -0.29 3.30 -1.82
H 3.30 2.05 -0.21
H 2.93 3.34 -1.36
H 3.13 1.10 -2.48
H 1.53 1.82 -2.70
H 2.06 -1.01 -3.64
H 0.37 -0.45 -3.57
H 0.78 -2.01 -2.88
H 3.75 -1.06 -1.60
H 2.69 -2.17 -0.69
H 3.30 -0.71 0.09
S 2.15 -7.51 -0.83
C 1.72 -6.11 -0.06
S 0.07 -5.64 0.22
C 0.59 -4.11 0.90
N 1.87 -3.97 0.92
N 2.51 -5.09 0.41
C 3.94 -5.06 0.47
C 4.69 -6.20 0.73
C 6.07 -6.11 0.79
C 6.71 -4.89 0.60
C 5.96 -3.75 0.37
C 4.57 -3.83 0.30
S -0.58 -2.98 1.51
H 4.20 -7.15 0.90
H 6.65 -7.00 0.99
H 7.79 -4.83 0.65
H 6.44 -2.80 0.23
H 3.97 -2.95 0.14
*
```

Summary:
E_HOMO	-0.2790	Eh
energy above the lowest of the compared OMol25 structures with the same formula, charge and spin	0.0000	eV
E_LUMO	-0.4	eV
frontier orbital gap	7.189	eV
electronic energy	-7764.3085	hartree